Molecular formula: C20H34B2F5KN7O5P
Method: DFT, ωB97M-V with the def2-TZVPD basis set

XYZ file:
```
75
Properties=species:S:1:pos:R:3:forces:R:3:mulliken_charge:R:1
K -0.8455 0.3813 -0.1824 0.12 0.26 -0.08 1.020
P -3.5811 0.4853 1.8012 0.11 0.34 -0.21 -0.533
F 3.1764 1.2510 2.9008 0.00 0.00 0.01 -0.349
F 3.9552 -0.7344 2.0221 -0.03 0.02 -0.01 -0.356
F -0.5487 5.2524 -1.4762 -0.01 0.00 0.01 -0.378
F -1.4309 -1.9847 -4.1804 0.03 0.04 0.00 -0.361
F -1.6602 -0.4568 -2.4576 0.04 -0.06 -0.10 -0.326
O 1.6683 -0.1554 1.9148 -0.04 0.05 -0.07 -0.256
O 0.4772 -0.9144 -3.4205 0.00 -0.07 -0.07 -0.552
O -0.7077 -2.6065 -2.0666 0.04 0.16 -0.02 -0.475
O -2.5957 -0.6033 1.6194 0.06 -0.22 0.01 -0.505
O 3.4651 1.1187 0.6168 0.10 0.03 0.01 -0.574
N 2.8404 0.9831 -0.5707 -0.14 0.07 -0.01 0.781
N -2.7742 1.9584 1.7991 -0.21 -0.09 0.11 1.026
N -0.1574 -2.0428 -0.9625 -0.27 -0.22 0.30 0.365
N -4.6788 0.5033 0.5711 -0.03 0.00 0.05 0.685
N -4.4055 0.3871 3.2229 -0.01 -0.06 0.06 0.422
N 1.3432 -1.0235 0.8756 0.14 -0.11 0.13 -0.059
N 1.1402 -0.3083 -2.4314 -0.18 0.02 0.07 0.666
C -1.7809 2.1648 2.8514 0.07 -0.04 -0.07 -1.094
C -4.9812 -0.9033 3.5787 0.00 0.04 0.03 -1.070
C -0.0597 -2.7390 0.1020 0.21 -0.02 -0.07 0.438
C 4.2719 -0.8842 -0.9222 -0.04 -0.04 0.08 -1.682
C 1.8152 2.6131 -2.1212 0.07 -0.10 -0.01 -0.339
C -3.3329 3.1849 1.2546 0.01 0.00 0.00 -0.913
C 0.9683 3.6796 -2.3441 -0.07 0.05 0.09 -0.892
C 0.1504 -2.2713 2.6373 -0.04 0.03 -0.03 -1.460
C 0.2795 4.2140 -1.2674 0.06 -0.01 -0.13 0.012
C -4.3418 0.0062 -0.7571 0.00 0.01 -0.01 -0.968
C 3.1594 -0.0018 -1.3550 0.14 0.04 0.10 1.301
C -0.5405 -4.1427 0.2804 0.02 -0.01 -0.03 -1.754
C 2.4166 -0.3786 -2.5587 -0.10 -0.05 -0.05 0.093
C 3.0972 -1.0453 -3.7150 0.01 -0.01 -0.01 -1.996
C 1.9441 2.0774 -0.8439 0.02 0.00 -0.10 -0.262
C 0.4387 3.7342 0.0131 0.02 -0.04 0.07 -0.460
C 1.2902 2.6556 0.2299 -0.10 0.10 0.09 -0.222
C 0.5532 -1.9692 1.2288 -0.01 -0.01 0.03 0.474
C -4.8918 1.5113 3.9957 0.01 -0.03 0.01 -0.955
C -5.9814 1.1330 0.6747 0.02 -0.01 -0.03 -1.153
B -0.8675 -1.4919 -3.0362 -0.01 -0.01 -0.08 0.576
B 3.0514 0.3121 1.9012 -0.01 -0.10 0.01 0.516
H -5.1811 -0.5706 -1.1515 0.00 0.00 0.00 0.349
H 0.2725 -4.7960 0.6034 0.00 0.00 0.01 0.364
H -4.4610 2.4409 3.6331 0.00 0.01 0.01 0.163
H -6.1565 1.4947 1.6855 -0.01 0.00 0.01 0.242
H -0.8546 -1.8786 2.8162 0.01 0.00 0.00 0.037
H -4.8167 -1.1027 4.6399 0.00 0.00 0.00 0.354
H 1.4546 2.2799 1.2311 0.01 -0.01 -0.02 0.556
H -6.0722 1.9829 -0.0104 0.00 0.00 0.00 0.402
H -2.5314 3.7933 0.8289 0.00 0.00 0.00 0.133
H 2.3674 2.1933 -2.9488 0.00 0.00 0.00 0.457
H -3.4834 -0.6571 -0.7088 0.00 -0.01 0.00 0.216
H 3.0133 -2.1323 -3.6472 -0.01 0.01 0.02 0.313
H -5.9834 1.5967 3.9421 0.00 -0.01 0.00 0.345
H -4.4987 -1.6909 3.0038 0.00 0.00 0.00 0.243
H -3.8420 3.7942 2.0118 0.00 -0.01 0.01 0.289
H 4.1498 -0.7726 -3.7696 0.00 0.00 -0.02 0.519
H 5.0667 -0.3101 -0.4500 0.02 0.02 -0.04 0.361
H -0.9471 -4.5130 -0.6566 0.00 0.00 0.00 0.383
H -1.3183 -4.1785 1.0455 -0.01 -0.01 -0.01 0.313
H -0.0711 4.2223 0.8328 0.01 -0.01 0.00 0.739
H 0.8463 4.1033 -3.3307 -0.01 0.01 0.00 0.485
H -2.1937 2.6993 3.7141 -0.02 0.01 -0.01 0.331
H -4.0384 2.9579 0.4589 0.00 0.00 -0.01 0.276
H -1.3903 1.2056 3.1890 0.00 0.00 -0.01 0.325
H 2.5967 -0.7532 -4.6363 0.01 0.02 0.00 0.430
H -0.9442 2.7508 2.4633 -0.01 0.00 0.01 0.157
H -4.1295 0.8177 -1.4613 0.00 0.01 0.00 0.226
H 0.1186 -3.3491 2.7963 0.01 0.00 -0.01 0.476
H 3.8815 -1.5436 -0.1421 -0.01 -0.01 -0.03 0.282
H -6.7691 0.4175 0.4233 0.00 0.00 0.00 0.306
H 4.6361 -1.4870 -1.7473 0.01 0.02 0.00 0.531
H -4.6176 1.3921 5.0470 0.00 0.01 0.01 0.311
H 0.8440 -1.8127 3.3352 0.01 0.00 0.01 0.359
H -6.0591 -0.9278 3.3841 0.00 0.00 0.00 0.297
```
Forces are in eV/Å.

Output
Total charge: 0
Kohn-Sham gap: 8.0693 eV
Total energy: -82522.2728 eV
Molar mass: 639.222 g mol⁻¹
LUMO: -0.4 eV

***

Molecular formula: C20H34BrFN2O6S2
Method: DFT, ωB97M-V with the def2-TZVPD basis set

XYZ file:
```
66
Properties=species:S:1:pos:R:3:forces:R:3:mulliken_charge:R:1
Br -0.5132 4.7503 1.9170 -0.75 -1.82 1.56 -0.126
S 1.1863 2.6398 6.5124 -2.52 -0.50 -2.32 0.219
S -3.2438 2.8538 0.9501 0.50 -0.40 1.07 -0.189
F -3.7317 -0.3434 1.5132 -1.08 1.07 2.60 -0.303
O -0.3684 -5.3886 0.5049 -0.09 -0.13 -0.22 -0.199
O 0.3286 -3.3121 -1.7105 -0.09 -0.09 0.45 -0.478
O 2.5909 3.0333 -1.4083 -0.23 0.02 0.04 -0.314
O 0.7451 1.7114 -3.5417 0.39 0.23 0.08 -0.456
O 3.3917 2.8779 -4.7251 -0.05 -0.23 -0.19 -0.240
O -0.5752 -2.0130 0.9841 0.19 0.14 -0.11 -0.245
N 0.8956 3.5905 5.0474 -4.56 -4.86 0.33 -0.476
N -0.0317 1.3528 6.6138 -0.69 4.27 -5.97 -0.507
C -0.8124 1.6336 5.3487 -0.10 -0.17 -0.16 0.396
C 0.7123 -5.3877 -0.4296 -0.21 0.48 0.55 -0.622
C -0.3084 2.8998 4.4375 0.13 -0.91 1.34 0.469
C 1.7665 1.1508 -2.7062 -0.47 0.12 0.25 -0.435
C 1.1554 -3.9534 -0.7305 -0.19 -0.27 -0.44 -0.348
C -4.1704 0.1081 2.8862 0.98 -0.24 0.50 0.240
C -1.1246 3.2183 3.0519 -1.98 -2.87 0.62 -0.238
C 2.0614 2.9172 -5.2473 0.38 0.22 0.64 -0.596
C -4.4426 -1.2765 3.7377 -0.39 -0.35 -0.60 -0.988
C -1.0287 -6.6428 0.5575 0.11 0.41 0.09 -0.791
C 2.4061 3.8501 -0.2634 0.12 -0.11 -0.40 -0.650
C 1.0452 2.9943 -4.1060 -0.05 -0.40 -0.26 -0.419
C 1.8398 1.8203 -1.3313 0.56 0.28 -0.47 -0.580
C -2.9011 1.0048 3.4675 2.92 1.46 2.23 0.612
C 4.3403 2.4899 -5.7080 -0.25 0.15 0.39 -0.775
C -0.9609 -2.8900 -1.2486 0.32 0.35 -0.13 -0.581
C -2.0912 0.7099 4.8627 -0.29 1.95 -2.91 -0.633
C -0.1926 -0.8921 1.7674 -0.17 -0.35 -0.21 -0.552
C -2.4228 2.3112 2.5439 3.22 -0.34 3.03 0.127
C -0.8947 -1.6460 -0.3602 -0.12 -0.61 0.47 0.003
H -4.1941 -1.1990 4.8814 -0.33 0.02 -2.39 0.286
H -1.4957 -3.7121 -0.7669 0.10 0.14 0.22 0.225
H 0.7228 -0.4469 1.3667 0.03 0.17 -0.02 0.278
H -0.3294 -7.4352 0.8407 -0.02 -0.12 -0.06 0.312
H 1.3612 4.1659 -0.1890 0.02 -0.08 0.13 0.160
H 2.1540 -3.9955 -1.1783 -0.15 -0.04 -0.06 0.388
H -1.8715 -1.1526 -0.3471 -0.06 0.15 -0.15 0.318
H -3.7982 -2.1227 3.2081 -1.27 1.90 1.33 0.254
H -0.9954 -0.1498 1.7932 0.08 0.11 0.00 0.159
H 0.0982 3.3556 -4.5203 0.07 -0.15 -0.01 0.383
H -1.8199 -6.5842 1.3099 0.18 0.09 -0.08 0.229
H -1.5203 -2.6301 -2.1532 0.16 0.04 0.04 0.438
H -1.4878 -6.8692 -0.4096 0.04 -0.16 -0.05 0.323
H 1.4762 0.1054 -2.5575 -0.08 0.12 0.00 0.359
H 1.5430 -5.9398 0.0224 0.16 -0.09 -0.14 0.441
H -2.3867 -0.1858 5.5659 0.64 2.05 -1.70 0.050
H 4.3214 3.1826 -6.5542 0.03 -0.05 -0.13 0.314
H 1.9765 3.8100 -5.8745 -0.16 0.03 -0.17 0.461
H 5.3327 2.5118 -5.2536 -0.16 0.06 0.03 0.230
H 2.7327 1.1452 -3.2136 0.06 0.22 0.14 0.209
H 0.4070 -5.8832 -1.3580 0.06 0.04 -0.05 0.357
H 1.8696 2.0244 -5.8541 -0.09 0.02 0.01 0.343
H 0.0052 -1.2364 2.7844 -0.08 -0.05 -0.11 0.271
H -5.1409 0.7936 2.7795 2.34 -1.54 -0.03 0.308
H 0.8277 2.0273 -0.9660 -0.07 -0.07 -0.01 0.381
H -5.5850 -1.6163 3.6752 2.53 0.95 -0.05 0.292
H -0.1400 -0.9527 -0.7497 -0.02 0.00 -0.09 -0.052
H 2.3527 1.1559 -0.6280 -0.11 -0.19 0.11 0.486
H -3.5224 1.7768 0.0939 0.65 0.34 1.55 0.171
H 1.2362 -3.3489 0.1745 -0.20 -0.16 0.12 0.166
H 4.1357 1.4704 -6.0477 0.01 -0.01 -0.17 0.319
H 3.0294 4.7418 -0.3724 -0.02 -0.19 -0.07 0.288
H 1.3476 3.7044 -3.3325 0.25 -0.08 -0.10 0.198
H 2.7072 3.3169 0.6433 -0.10 0.03 0.13 0.331
```
Forces are in eV/Å.

Output
SMILES: C[C@H](F)c1cc2nsnc2c(Br)c1S.COCCOCCOC.COCCOCCOC
Total charge: 0
Kohn-Sham gap: 6.6088 eV
Total energy: -130973.2831 eV
Molar mass: 561.536 g mol⁻¹
LUMO: -2.0 eV

***

Molecular formula: C20H34Cl3N4O5P2S
Method: DFT, ωB97M-V with the def2-TZVPD basis set

XYZ file:
```
69
Properties=species:S:1:pos:R:3:forces:R:3:mulliken_charge:R:1
Cl 5.6206 0.2078 -3.0611 0.02 0.03 0.00 -0.160
Cl 5.5976 3.1157 -1.2712 -0.06 0.00 -0.05 -0.177
Cl -5.0250 0.3300 1.0960 1.00 -0.49 -0.70 -0.189
S 2.0124 -1.4285 3.1705 1.03 3.88 -1.10 1.103
P 0.8610 -3.2607 -0.7574 0.55 -1.55 -0.91 0.479
P -3.4032 -0.9915 1.2398 -1.73 -1.80 2.32 0.413
O -4.1544 -2.4386 0.7621 1.65 2.06 -0.78 -0.478
O 1.1731 -4.6560 -0.3358 -0.52 1.40 0.26 -0.713
O 2.6364 -2.6982 3.9888 -0.59 1.39 -0.92 -0.465
O 2.0245 -0.1783 3.9292 -0.47 -2.26 0.35 -0.617
O 2.7302 -1.1864 1.9088 -1.05 -2.04 1.03 -0.535
N -2.1204 -0.6685 0.0585 1.66 0.32 -2.63 -0.085
N -0.2368 -0.8593 -1.3712 -3.49 1.86 1.95 -0.333
N -0.5725 -2.5916 0.0910 -0.40 -0.32 -0.34 0.124
N -1.9441 0.4592 -0.7357 1.05 3.03 -3.04 0.300
C -0.1785 1.2575 -2.6160 0.68 1.13 -0.07 -0.658
C -1.0044 -1.4170 -0.3608 1.15 -0.30 -0.84 0.532
C 0.2655 -1.8410 2.8539 -0.77 -1.57 0.74 0.163
C -1.5210 2.2239 1.5342 0.63 1.34 0.13 0.568
C 2.0396 0.5087 -3.9106 -0.83 -0.87 -1.13 -0.320
C -4.1556 3.1158 3.8164 -0.01 -0.24 0.12 -1.045
C 0.6015 0.4792 -3.7227 0.08 -1.97 -1.94 0.450
C 1.8965 -1.0117 -5.9906 -1.47 1.69 2.76 -0.616
C -2.6361 2.6285 0.4947 0.19 0.22 0.71 -0.174
C -0.1948 -0.3455 -4.6645 2.18 0.39 0.06 -0.367
C -1.0686 -3.4074 1.1929 1.84 -1.79 1.81 -0.829
C -2.7085 1.7209 -0.8028 -2.12 1.07 0.62 -1.003
C -0.8797 0.3664 -1.5761 1.57 -3.67 0.77 0.355
C 0.0292 -3.3358 2.3580 -0.48 0.31 0.31 -0.842
C 0.4427 -1.0603 -5.7627 0.88 0.87 0.89 -0.506
C -1.6554 2.9988 2.9217 0.25 -0.84 0.02 -1.009
C 6.1754 0.4420 -1.3828 0.07 -0.06 0.23 -0.482
C -2.7432 2.3816 3.8832 -0.22 1.07 0.65 -0.203
C 5.3443 1.4672 -0.6454 0.01 -0.09 0.12 -0.333
C 2.6732 -0.2281 -5.0183 -1.69 -0.50 -0.60 -0.371
H 1.8936 -2.3046 -0.5711 -0.58 -0.09 0.11 0.108
H 0.5293 -3.2695 -2.1535 -0.11 0.56 0.81 0.111
H -2.0402 -3.2207 1.6845 0.34 0.59 -1.00 0.393
H -1.8196 4.1030 2.7566 0.03 -1.14 0.10 0.376
H -0.1272 -1.0570 2.1594 0.84 -0.53 0.48 -0.444
H -4.3194 3.5994 2.8150 -0.05 -0.63 0.89 0.268
H -4.2383 3.9434 4.5723 0.33 -0.75 -0.70 0.338
H -3.7683 1.4563 -1.0904 1.02 0.35 0.56 0.413
H 3.7794 -0.2198 -5.1809 -1.17 0.26 0.47 0.201
H 3.5899 -2.4708 4.0824 -0.43 -0.27 0.04 0.404
H -0.3122 -1.7385 3.8143 0.91 0.25 -0.79 0.474
H -2.3697 2.5537 4.9348 -0.34 -0.44 -1.04 0.370
H -1.0837 -4.4853 0.8511 -0.06 1.20 0.27 0.342
H 2.6924 1.1066 -3.2341 -0.59 -0.57 -0.60 0.342
H -2.4002 3.6857 0.1751 -0.27 -1.14 0.23 0.368
H 2.3619 -1.5376 -6.8528 -0.39 0.51 0.92 0.385
H -2.3678 2.3762 -1.6524 0.23 -1.37 0.74 0.210
H 0.9977 -3.8108 2.0643 -0.94 0.32 -0.02 0.578
H -3.9877 -2.6284 -0.1825 -0.46 -0.14 0.30 0.377
H 7.2274 0.7231 -1.4118 -0.11 0.06 -0.07 0.368
H 6.0947 -0.5249 -0.8850 -0.07 0.07 -0.02 0.291
H -0.8329 2.0195 -3.1179 0.36 -0.82 0.66 0.396
H -0.1866 -1.6504 -6.4645 0.49 0.54 0.67 0.349
H -1.2996 -0.3897 -4.4936 1.08 -0.08 -0.42 0.299
H 4.2800 1.2414 -0.7101 0.09 0.00 -0.06 0.148
H 5.6255 1.4821 0.4081 0.04 -0.04 -0.08 0.350
H -0.6598 2.9010 3.4484 -0.97 0.13 -0.68 0.373
H -1.4302 1.1260 1.7378 -0.25 0.85 -0.15 -0.498
H 0.6015 1.8479 -2.0421 -0.93 -0.52 -0.41 0.404
H -0.3820 -3.9072 3.2346 0.53 0.40 -0.89 0.340
H -0.5335 2.5746 1.1136 -0.81 -0.67 0.25 0.279
H -2.8367 1.2675 3.7518 0.08 1.04 -0.06 0.116
H -3.6038 2.7040 1.0540 0.71 -0.38 -0.84 -0.054
H -4.9957 2.4050 4.0704 0.84 0.74 -0.51 0.249
```
Forces are in eV/Å.

Output
Total charge: +1
Kohn-Sham gap: 8.1346 eV
Total energy: -104461.3490 eV
Molar mass: 610.889 g mol⁻¹
LUMO: -3.5 eV

***

Molecular formula: C20H34N2O
Method: DFT, ωB97M-V with the def2-TZVPD basis set

XYZ file:
```
57
Properties=species:S:1:pos:R:3:forces:R:3:mulliken_charge:R:1
O -3.7150 -2.7700 -1.0341 1.14 -9.05 -3.16 -0.523
N -3.2958 -1.2272 0.3886 1.73 -3.09 1.56 0.608
N -1.8502 3.6708 -0.1632 1.90 -9.41 1.84 0.061
C 3.5196 -0.2780 -0.2261 -0.69 -3.67 2.10 0.758
C 1.2118 -0.2308 -0.7911 -3.58 2.68 -3.55 0.387
C 5.8917 -0.8317 -1.0066 4.27 0.63 17.15 -1.448
C -2.4370 1.1293 0.0333 3.81 -1.77 19.49 -0.033
C -1.1595 -1.8212 1.4266 -7.59 10.94 -12.01 -1.689
C 4.9502 1.5707 -0.9237 11.79 -6.41 -2.02 -2.569
C -3.8224 -1.7012 -0.6887 -3.90 5.84 -1.31 1.029
C 0.9408 -1.3163 -0.2211 -2.56 -12.38 6.32 0.045
C -4.7833 -0.7316 -1.3974 1.29 -0.96 -4.07 -1.179
C 4.9682 0.3619 -0.1035 -1.77 -8.22 -0.73 1.485
C -2.3820 4.9292 -0.1904 3.48 0.75 5.27 -0.932
C 3.2607 -1.6460 0.5101 -9.02 5.51 -4.39 -1.241
C -0.4809 -2.2145 -0.1495 -0.99 19.66 2.88 -1.472
C -3.4067 0.0078 0.6881 -2.51 11.18 7.10 -1.568
C 1.8738 -2.1766 0.5466 5.56 8.88 -4.29 -1.662
C -2.5693 2.5121 0.5905 -4.06 4.43 1.08 -0.648
C -0.4604 3.3725 0.3043 0.83 1.10 -5.46 -0.969
C 2.4263 0.2401 -0.9311 5.47 -0.88 3.15 -1.461
C 5.4370 0.2700 1.4811 -7.98 0.79 -3.90 -1.726
C -2.6114 -2.0015 1.3099 4.12 -7.19 -10.16 -2.038
H -2.4304 2.6947 1.7997 -0.21 -0.87 -2.82 0.124
H -1.6489 5.2879 -0.8432 0.48 2.53 -1.06 0.347
H 1.6403 -3.0231 0.9692 -1.33 -4.43 2.16 0.675
H -3.7013 2.8286 0.3491 1.86 -0.79 1.00 0.201
H -0.4676 -3.0440 -0.4690 0.37 -11.64 -3.82 1.549
H 4.0404 -2.0655 0.8293 5.89 -3.63 3.01 0.746
H -2.7449 -3.2002 0.9666 0.12 3.21 0.88 0.278
H -1.4608 0.8028 0.3003 1.02 -0.59 -0.66 -0.695
H -3.3482 0.0813 2.0873 0.36 0.12 -4.04 0.184
H 6.2672 0.7106 1.3959 6.89 3.08 0.78 0.607
H -5.2241 -1.3241 -2.4256 1.48 2.00 2.99 0.285
H -2.7995 -1.9834 2.1802 -4.89 0.96 11.56 1.020
H 4.5530 2.1128 -0.3463 -6.45 9.33 6.21 1.140
H 2.5821 1.1414 -1.3004 0.50 4.02 -2.29 0.749
H -2.6491 1.1597 -0.7718 -3.98 0.50 -18.58 1.290
H -4.2342 0.2391 -1.5930 -0.91 -1.14 -0.50 0.260
H 6.8658 -0.4127 -0.8196 0.60 -0.14 -1.17 0.456
H -4.4964 0.4794 0.7141 1.89 -1.06 -0.62 0.325
H 5.2066 -0.5225 2.1007 0.53 -2.62 0.28 0.399
H -0.7971 -0.8493 1.6271 0.16 1.09 0.36 0.385
H -3.3186 4.8574 -0.5654 -3.05 0.53 -0.89 0.360
H 4.9486 1.3600 -1.9158 -1.26 0.06 -2.80 0.415
H 0.2069 3.9211 -0.4094 -0.22 -0.08 0.10 0.404
H -5.5701 -0.4778 -0.7714 -1.69 0.30 1.10 0.412
H -0.1063 3.7933 1.1651 0.10 0.74 3.22 0.485
H -0.0487 2.3439 0.1017 -1.25 0.76 0.65 0.129
H 5.4364 -0.8648 -1.7702 -5.40 -1.35 -10.77 0.798
H -2.2164 5.3201 0.9749 -1.12 0.33 -2.71 0.242
H -1.0897 -1.4540 -0.9183 0.87 -2.53 1.65 -0.019
H 5.8606 -1.7806 -0.0643 -0.01 2.37 -3.85 0.153
H -0.6366 -2.4150 1.6946 10.40 -13.41 8.33 1.816
H 6.1680 1.7455 -0.7476 -2.60 0.80 -0.78 0.372
H 4.6342 0.8963 1.8519 0.32 1.25 0.65 0.439
H 0.3675 0.1324 -1.3458 -0.20 0.95 -0.45 0.455
```
Forces are in eV/Å.

Output
Total charge: 0
Relative energy (zero: lowest compared OMol25 entry of this formula, charge and spin): 24.013 eV
Kohn-Sham gap: 9.0051 eV
Total energy: -26296.2841 eV
Molar mass: 318.505 g mol⁻¹
LUMO: 0.7 eV